[1]
Here is a cluster of 7 separate species, C35H73F4N2O27PS7 in total from the Open Molecules 2025 dataset. Energies are from ωB97M-V/def2-TZVPD.

XYZ file:
```
149
Properties=species:S:1:pos:R:3:mulliken_charge:R:1
C -5.3162 3.1867 -4.1234 -0.002
C -4.4886 2.3998 -4.4752 -1.240
C -3.4435 1.4588 -4.8432 -0.044
C -2.6786 0.8841 -3.6073 1.105
C -3.5460 0.7888 -2.3495 -2.809
O -3.5670 1.9903 -1.5929 -0.218
C -4.2669 1.9595 -0.4364 0.865
F -4.9582 0.8277 -0.2511 -0.249
F -3.4419 2.1528 0.5981 -0.249
F -5.1507 2.9706 -0.4249 -0.259
C -2.2988 -0.6114 -4.0106 -1.437
S -3.6452 -1.8131 -3.9304 1.447
O -3.9222 -2.2179 -2.5958 -0.570
O -3.3685 -2.8816 -4.8263 -0.651
F -4.9655 -1.1327 -4.4465 -0.082
C -1.0119 -1.1876 -3.3071 0.523
O -1.3548 -1.6414 -2.0194 -0.252
C -0.3026 -2.1864 -1.2478 -0.173
C -0.8519 -3.3065 -0.3591 0.177
C -0.9125 -2.9462 1.1423 -1.449
O -0.0609 -4.4928 -0.5499 -0.608
P -0.3740 -2.5542 -4.5219 0.012
C -0.7957 -4.2032 -3.8282 -1.184
C 1.4879 -2.5041 -4.5559 -0.545
C 1.9408 -1.7720 -5.8320 -1.017
C 0.0983 -0.1436 -3.2755 -1.766
C -0.4400 1.0988 -2.5758 -0.667
O 0.6274 1.9756 -2.3587 -0.143
N 1.0626 1.8690 -0.9952 0.016
O 2.2179 1.8793 -0.9419 -0.302
N -1.4139 1.6869 -3.5247 0.509
C -1.5405 3.2744 -3.3710 0.349
O -1.5371 3.8317 -4.4584 -0.685
O -1.5316 3.6964 -2.2360 -0.532
H -5.9914 3.8100 -3.5862 0.495
H -2.7455 1.9985 -5.4911 0.430
H -3.8360 0.6599 -5.4706 0.768
H -4.5616 0.5699 -2.6827 0.997
H -3.1967 -0.0306 -1.7211 0.914
H -2.0259 -0.5376 -5.0656 0.750
H 0.1414 -1.4398 -0.5800 0.368
H 0.5198 -2.6088 -1.8322 0.004
H -1.8672 -3.5478 -0.6813 0.377
H -1.9400 -3.0654 1.4823 0.313
H -0.3248 -3.6779 1.6950 0.411
H -0.5255 -1.9588 1.3855 0.317
H -0.6309 -5.2300 -0.3112 0.414
H -0.6763 -4.9080 -4.6517 0.463
H -1.8085 -4.2612 -3.4453 0.349
H -0.0596 -4.4890 -3.0766 0.343
H 1.7721 -3.5549 -4.6379 0.758
H 1.9298 -2.1003 -3.6453 0.324
H 1.8801 -2.4568 -6.6765 0.416
H 1.2293 -0.9753 -6.0586 0.275
H 2.9505 -1.3659 -5.7790 0.093
H 0.4570 0.1019 -4.2778 0.142
H 0.9625 -0.4757 -2.7052 0.569
H -0.9388 0.8135 -1.6482 1.038
H -0.9753 1.5855 -4.4428 0.769
C 5.0311 6.3462 2.3669 -0.908
C 4.4203 6.8818 1.0873 -0.349
O 3.3362 6.0615 0.5965 -0.301
S 1.9485 6.1272 1.3657 1.325
C 0.9935 5.2416 0.1891 -0.875
O 1.5137 7.4890 1.4281 -0.716
O 2.0402 5.3477 2.5666 -0.606
H 4.3242 6.3855 3.1941 0.219
H 5.9042 6.9388 2.6401 0.389
H 5.3297 5.3052 2.2429 0.258
H 4.0749 7.9094 1.2100 0.334
H 5.1639 6.8826 0.2932 0.294
H 0.9389 5.8133 -0.7330 0.386
H -0.0017 5.1102 0.6087 0.431
H 1.4591 4.2762 0.0257 0.118
C -0.7924 -5.1643 7.0025 -0.751
C -0.4175 -3.8110 7.5712 -0.435
O 0.5611 -3.1174 6.7643 -0.216
S 0.0773 -2.4822 5.3900 1.223
C 1.5335 -1.5550 5.0530 -0.836
O -1.0070 -1.5831 5.6454 -0.685
O -0.0334 -3.5148 4.4061 -0.525
H -1.3104 -5.0639 6.0499 0.267
H -1.4525 -5.6886 7.6945 0.390
H 0.0989 -5.7667 6.8285 0.093
H -1.2948 -3.1766 7.7079 0.343
H 0.0480 -3.9349 8.5472 0.282
H 1.6452 -0.7821 5.8085 0.338
H 1.4053 -1.1092 4.0692 0.343
H 2.3848 -2.2328 5.0501 0.204
C 8.7938 0.0277 -7.1926 -0.994
C 8.4853 -1.0074 -6.1304 -0.335
O 7.6867 -0.4780 -5.0472 -0.269
S 6.1482 -0.2038 -5.3220 1.250
C 5.6722 0.0879 -3.6528 -0.891
O 5.5384 -1.4162 -5.7808 -0.647
O 6.0054 1.0162 -6.0528 -0.631
H 7.8910 0.3482 -7.7099 0.307
H 9.4782 -0.3891 -7.9316 0.388
H 9.2457 0.9129 -6.7456 0.264
H 7.9905 -1.8814 -6.5566 0.321
H 9.4079 -1.3510 -5.6675 0.272
H 5.7993 -0.8280 -3.0822 0.333
H 4.6256 0.3857 -3.6685 0.262
H 6.2830 0.8907 -3.2492 0.368
C -0.4543 4.7950 9.2331 -1.002
C 0.1517 4.0554 8.0568 -0.353
O 0.1601 4.8381 6.8474 -0.256
S 1.2202 6.0238 6.7331 1.223
C 0.9992 6.3584 5.0252 -1.031
O 2.5294 5.4868 6.9631 -0.655
O 0.7573 7.1375 7.5055 -0.628
H 0.1535 5.6516 9.5189 0.307
H -0.5306 4.1299 10.0940 0.383
H -1.4466 5.1683 8.9803 0.270
H 1.1644 3.7149 8.2806 0.336
H -0.4442 3.1738 7.8276 0.262
H 1.3244 5.5023 4.4449 0.387
H 1.6061 7.2282 4.7835 0.396
H -0.0507 6.5775 4.8466 0.390
C 4.5941 -7.3601 3.1175 -0.959
C 4.5057 -7.9048 4.5285 -0.339
O 4.8270 -6.9154 5.5324 -0.304
S 3.7540 -5.7834 5.8279 1.294
C 4.5067 -5.1296 7.2768 -0.990
O 2.5107 -6.4009 6.1765 -0.654
O 3.8163 -4.7926 4.7965 -0.617
H 3.8377 -6.5978 2.9376 0.279
H 4.4432 -8.1643 2.3973 0.385
H 5.5678 -6.9020 2.9438 0.259
H 3.5200 -8.3260 4.7320 0.318
H 5.2335 -8.7018 4.6654 0.277
H 4.4848 -5.8832 8.0589 0.328
H 3.9236 -4.2587 7.5699 0.355
H 5.5262 -4.8368 7.0409 0.344
C -7.8149 0.5411 -4.6081 -0.842
C -8.6567 -0.2113 -3.5978 -0.443
O -9.4807 0.6621 -2.7959 -0.266
S -10.7588 1.3149 -3.4789 1.197
C -11.4931 1.9477 -2.0113 -0.940
O -11.5755 0.2716 -4.0196 -0.641
O -10.3469 2.4107 -4.3007 -0.610
H -8.4345 1.0263 -5.3609 0.463
H -7.1386 -0.1427 -5.1195 0.276
H -7.2334 1.3214 -4.1198 0.147
H -9.2807 -0.9649 -4.0810 0.375
H -8.0121 -0.7325 -2.8919 0.274
H -11.7836 1.1173 -1.3741 0.314
H -12.3674 2.5188 -2.3154 0.376
H -10.7771 2.5952 -1.5127 0.310
```

## Properties
- SMILES string = C#CC[C@@]1(COC(F)(F)F)[C@H](S(=O)(=O)F)[C@@](OC[C@H](C)O)(P(C)CC)C[C@@H](ON=O)[N@@H+]1C(=O)[O-].CCOS(C)(=O)=O.CCOS(C)(=O)=O.CCOS(C)(=O)=O.CCOS(C)(=O)=O.CCOS(C)(=O)=O.CCOS(C)(=O)=O
- total charge = 0
- Kohn-Sham gap (eV) = 7.798
- electronic energy (Ha) = -7046.23969

[2]
Here is the ion C7H10N7O with charge +1 from the Open Molecules 2025 dataset. Energies are from ωB97M-V/def2-TZVPD.

XYZ file:
```
25
Properties=species:S:1:pos:R:3:mulliken_charge:R:1
O -2.9785 -2.4584 0.3736 -0.488
C -2.2085 -1.6024 0.1543 0.147
N -2.3510 -0.5434 -0.7694 -0.200
C -1.1211 0.2011 -0.9897 0.251
C -1.1338 1.6800 -1.1350 -0.224
N -0.5735 2.4938 -0.3390 -0.501
C 0.0224 2.1984 0.8993 -0.398
N -0.2779 0.7883 1.3656 -0.070
C -0.1760 -0.2287 0.2446 1.062
C 1.2445 -0.4938 -0.1612 -0.479
C 1.8898 -1.1561 -1.2065 -0.543
N 3.1482 -1.3593 -0.8146 -0.626
N 3.1983 -0.7901 0.3478 0.093
N 2.1285 -0.2771 0.8228 -0.193
N -0.9891 -1.4750 0.8210 -0.467
H -2.9979 -0.4576 -1.4922 0.236
H -0.4749 -0.2728 -1.9050 0.236
H -1.5973 1.9908 -2.0186 0.479
H 1.1227 2.5166 0.6061 0.273
H -0.2668 2.8616 1.5915 0.458
H 0.2621 0.3666 2.0854 0.384
H -1.1663 0.6397 1.7961 0.376
H 1.6187 -1.5072 -2.1139 0.591
H 4.0009 -0.9063 0.9702 0.272
H -0.3234 -2.2087 0.8669 0.333
```

## Properties
- SMILES string = O=C1N[C@H]2C=NC[NH2+][C@@]2(c2cn[nH]n2)N1
- total charge = +1
- Kohn-Sham gap (eV) = 10.723
- electronic energy (Ha) = -730.96260
- ΔE to the lowest compared entry with this formula, charge and spin (eV) = 1.955

[3]
Here is the ion C3H8NO with charge -1 from the Open Molecules 2025 dataset. Energies are from ωB97M-V/def2-TZVPD.

XYZ file:
```
13
Properties=species:S:1:pos:R:3:mulliken_charge:R:1
C -0.5774 1.4304 0.9387 -0.755
N 0.4748 1.0953 -0.0058 -0.525
C -0.0333 0.2101 -1.0510 -0.622
C -0.1918 -1.2740 -0.4925 -0.306
O 0.5580 -1.5137 0.5874 -0.894
H -0.1369 1.6269 1.9241 0.324
H -1.3021 0.6226 1.0855 0.258
H -1.1045 2.3356 0.6091 0.249
H 1.1245 0.4911 0.5036 0.302
H 0.6436 0.2298 -1.9122 0.313
H -1.0135 0.5920 -1.3529 0.263
H 0.0446 -1.9255 -1.3793 0.247
H -1.3028 -1.4074 -0.3282 0.145
```

## Properties
- SMILES string = CNCC[O-]
- total charge = -1
- Kohn-Sham gap (eV) = 6.973
- electronic energy (Ha) = -249.06847
- ΔE to the lowest compared entry with this formula, charge and spin (eV) = 0.494

[4]
Here is a structure of composition C31H26Br2NP2TcTe from the Open Molecules 2025 dataset. Energies are from ωB97M-V/def2-TZVPD.

XYZ file:
```
64
Properties=species:S:1:pos:R:3:mulliken_spin:R:1
Tc 1.1171 0.4511 0.4804 3.093
Br 2.5483 -1.6906 0.4773 0.022
C 1.5984 -2.3430 2.0448 -0.012
Br 0.3041 -0.9445 2.3959 0.040
H 2.2766 -2.4370 2.8909 0.003
H 1.0946 -3.2811 1.8265 0.001
Te 1.5920 4.6790 -1.3204 -0.138
C -0.1993 5.9148 -1.4182 0.013
C -0.4650 6.4232 -2.6826 0.003
C -1.6215 7.1934 -2.8356 -0.002
N -2.4118 7.4135 -1.8226 0.000
C -2.1736 6.9595 -0.6218 -0.001
C -1.0439 6.1826 -0.3578 -0.002
C 0.5164 2.9399 -0.9394 0.048
P -0.2366 2.4070 0.6405 0.077
C -2.0339 2.3235 0.7111 -0.006
C -2.5089 1.5746 1.7915 -0.015
C -3.8682 1.4023 1.9547 0.001
C -4.7440 1.9562 1.0302 -0.001
C -4.2695 2.7138 -0.0321 0.003
C -2.9062 2.9063 -0.2029 -0.006
C 0.3601 3.4652 1.9692 -0.081
C 1.7301 3.3443 2.2346 0.015
C 2.2892 3.9893 3.3172 0.021
C 1.4786 4.7576 4.1491 0.002
C 0.1161 4.8607 3.9043 0.003
C -0.4530 4.2155 2.8174 -0.007
P 1.0657 1.4009 -1.7012 -0.068
C -0.3323 0.9548 -2.7501 -0.017
C -0.6608 -0.3880 -2.9208 -0.009
C -1.7491 -0.7234 -3.7053 0.010
C -2.5278 0.2736 -4.2755 0.004
C -2.1961 1.6123 -4.1046 0.005
C -1.0909 1.9593 -3.3511 -0.003
C 2.5290 1.8328 -2.6585 -0.030
C 2.5982 1.6957 -4.0418 0.000
C 3.7511 2.0882 -4.7038 0.000
C 4.8302 2.5984 -3.9955 -0.004
C 4.7702 2.7217 -2.6115 0.013
C 3.6265 2.3318 -1.9380 0.015
H 0.1923 6.2517 -3.5243 0.001
H -1.8836 7.6305 -3.7898 0.000
H -2.8744 7.2260 0.1590 0.000
H -0.8384 5.8294 0.6431 0.001
H -1.8063 1.1408 2.4959 0.010
H -4.2439 0.8343 2.7923 0.000
H -5.8051 1.7911 1.1398 0.000
H -4.9637 3.1522 -0.7336 0.000
H -2.5225 3.5009 -1.0184 0.000
H 2.3459 2.7206 1.5780 -0.006
H 3.3444 3.8945 3.5217 0.001
H 1.9123 5.2667 4.9965 0.000
H -0.5124 5.4315 4.5720 0.000
H -1.5175 4.2806 2.6425 0.000
H -0.0490 -1.1513 -2.4570 0.004
H -1.9930 -1.7615 -3.8775 0.000
H -3.3936 0.0102 -4.8620 0.000
H -2.7988 2.3787 -4.5660 0.000
H -0.7977 2.9951 -3.2286 -0.007
H 1.7553 1.2975 -4.5887 0.000
H 3.8106 1.9844 -5.7764 0.000
H 5.7307 2.8838 -4.5179 0.000
H 5.6188 3.0996 -2.0616 0.000
H 3.5857 2.3592 -0.8515 0.003
```

## Properties
- total charge = +3
- spin multiplicity = 4
- Kohn-Sham gap (alpha / beta) (eV) = 5.033 / 4.835
- electronic energy (Ha) = -7430.09869
- ⟨S²⟩ = 3.8130

[5]
Here is a structure of composition C26H12BiCl2F5NO7S from the Open Molecules 2025 dataset. Energies are from ωB97M-V/def2-TZVPD.

XYZ file:
```
55
Properties=species:S:1:pos:R:3:mulliken_charge:R:1
Bi -0.2011 0.2889 0.3135 2.294
O 2.3101 -1.8645 3.9312 -0.521
C 1.4518 -1.3048 3.0736 0.009
O 1.3060 -1.7151 1.9499 -0.475
C 0.7113 -0.1472 3.6442 0.780
C 1.0742 0.4565 4.8447 -0.684
C 0.3233 1.5351 5.2905 -0.427
C -0.7164 2.0026 4.5062 -0.687
C -0.9808 1.3575 3.2995 0.506
N -0.3006 0.2979 2.9101 -0.319
C -2.0618 1.8685 2.3466 0.285
O -2.8797 2.6595 2.7752 -0.723
O -2.0042 1.4410 1.1439 -0.560
H 2.8477 -2.5240 3.4621 0.428
H 1.9185 0.0840 5.4015 0.489
H 0.5577 2.0012 6.2369 0.431
H -1.3236 2.8495 4.7801 0.512
Cl 0.1381 3.1919 -0.1321 -0.208
C -1.1813 3.5009 -1.2192 0.913
C -1.6417 4.8041 -1.3237 -0.746
C -2.6639 5.1106 -2.2045 -0.388
C -3.2407 4.1065 -2.9631 -0.666
C -2.7825 2.8106 -2.8417 0.118
Cl -3.4963 1.5855 -3.8013 -0.234
C -1.7419 2.4611 -1.9677 -0.134
S -1.2178 0.7902 -1.9478 -0.418
H -1.2002 5.5723 -0.7084 0.413
H -3.0114 6.1284 -2.3029 0.347
H -4.0471 4.3103 -3.6491 0.396
F 6.1236 -1.5889 -1.3932 -0.346
C 5.1133 -0.9399 -0.7713 0.674
C 4.1024 -0.3300 -1.5073 -0.041
F 4.1124 -0.4206 -2.8496 -0.328
C 3.1021 0.3670 -0.8673 0.398
F 2.1366 0.9421 -1.6195 -0.373
C 3.0219 0.5164 0.5456 0.541
O 2.1045 1.1671 1.1307 -0.853
C 4.0683 -0.1453 1.2388 0.086
F 4.0647 -0.1079 2.5973 -0.423
C 5.0754 -0.8485 0.6129 0.012
F 6.0251 -1.4606 1.3558 -0.329
O 0.2651 -1.7272 -1.0646 -0.839
C -0.8956 -2.1232 -0.8403 1.068
O -1.6170 -1.5778 0.0450 -0.829
C -1.4693 -3.1816 -1.7073 0.097
C -0.6144 -3.8890 -2.5449 -0.264
C -1.1289 -4.7080 -3.5302 -0.575
C -2.5018 -4.8025 -3.7004 -0.347
C -3.3551 -4.1300 -2.8401 -0.533
C -2.8449 -3.3294 -1.8340 -0.475
H 0.4485 -3.7439 -2.4310 0.431
H -0.4595 -5.2387 -4.1937 0.372
H -2.9057 -5.3781 -4.5230 0.370
H -4.4237 -4.2028 -2.9834 0.373
H -3.4937 -2.7777 -1.1734 0.405
```

## Properties
- total charge = -1
- Kohn-Sham gap (eV) = 6.957
- electronic energy (Ha) = -3612.13389
- ΔE to the lowest compared entry with this formula, charge and spin (eV) = 0.644

[6]
Here is a structure of composition C24H13F5N3O2ReS3 from the Open Molecules 2025 dataset. Energies are from ωB97M-V/def2-TZVPD.

XYZ file:
```
51
Properties=species:S:1:pos:R:3:mulliken_spin:R:1
Re 1.4260 -0.0576 0.5071 3.360
F 2.3693 7.0975 -2.0922 0.000
C 1.9554 5.9264 -1.6358 0.006
C 2.8366 4.8611 -1.5483 -0.002
F 4.1001 5.0101 -1.9243 0.000
C 2.3909 3.6420 -1.0689 0.020
F 3.2744 2.6422 -1.0121 0.006
C 1.0784 3.4419 -0.6659 0.000
S 0.3722 1.9515 -0.0485 0.018
C 0.2130 4.5311 -0.7728 0.015
F -1.0678 4.4081 -0.4145 0.002
C 0.6349 5.7587 -1.2461 -0.003
F -0.2152 6.7736 -1.3308 0.000
S 3.6934 0.3557 0.6115 -0.239
C 4.4606 -1.1454 0.8594 0.022
C 5.8905 -1.1351 0.9677 -0.005
N 7.0352 -1.1213 1.0438 -0.002
C 3.7405 -2.3088 0.9425 -0.043
S 2.0424 -2.2947 0.8567 -0.164
C 4.3780 -3.5816 1.1201 0.001
N 4.8590 -4.6129 1.2656 -0.008
C -2.8336 -3.8246 0.2908 0.000
O -2.6194 -2.4968 -0.1907 -0.005
C -1.6250 -2.2940 -1.0781 0.015
C -0.7010 -3.2550 -1.4852 -0.017
C 0.2777 -2.9369 -2.4142 0.014
C 0.3580 -1.6623 -2.9627 -0.019
C -0.5557 -0.7030 -2.5629 0.049
C -1.5204 -1.0139 -1.6175 -0.030
N -2.4599 0.0070 -1.2755 0.004
C -2.9798 0.3792 -0.1407 -0.004
C -2.6674 0.0306 1.2116 -0.017
C -3.6824 0.2823 2.1560 -0.001
C -3.4828 0.0400 3.4935 0.011
C -2.2327 -0.4175 3.9191 0.004
C -1.2082 -0.6334 3.0182 0.065
C -1.4153 -0.4185 1.6604 -0.038
O -0.4436 -0.6240 0.7756 -0.036
H -3.7219 -3.7729 0.9126 0.000
H -1.9866 -4.1581 0.8925 0.000
H -3.0009 -4.5117 -0.5390 0.000
H -0.7467 -4.2538 -1.0793 0.001
H 0.9831 -3.6993 -2.7148 0.001
H 1.1126 -1.4225 -3.6973 0.001
H -0.5186 0.2993 -2.9728 0.005
H -2.8200 0.5022 -2.0839 0.001
H -3.7764 1.1053 -0.2681 0.000
H -4.6337 0.6658 1.8099 0.000
H -4.2720 0.2228 4.2073 0.000
H -2.0573 -0.5958 4.9712 0.000
H -0.2380 -0.9830 3.3498 0.013
```

## Properties
- total charge = +1
- spin multiplicity = 4
- Kohn-Sham gap (alpha / beta) (eV) = 5.439 / 6.596
- electronic energy (Ha) = -3008.96854
- ΔE to the lowest compared entry with this formula, charge and spin (eV) = 0.000
- ⟨S²⟩ = 4.0308

| no. | strongest force on any atom (hartree/bohr) |
| --- | --- |
| 1 | 0.07362 |
| 2 | 0.09907 |
| 3 | 0.00852 |
| 4 | 0.03814 |
| 5 | 0.02310 |
| 6 | 0.00897 |